Molecular formula: C7H30O9
Method: DFT, wB97M-V/def2-TZVPD

Last column: Mulliken charge in e.
Cartesian coordinates (Å):
O: -20.589 -6.606 -0.668  -0.5789
O: -23.901 -5.462 2.199  -0.4728
O: -24.726 -5.512 4.850  -0.6147
O: -19.184 -3.802 7.694  -0.3865
O: -22.768 -9.433 3.010  -0.3750
O: -20.256 -5.638 5.697  -0.3708
O: -23.681 -3.585 -0.039  -0.6549
O: -23.316 -0.956 4.068  -0.5602
O: -24.749 -8.035 1.141  -0.6359
C: -21.026 -7.023 0.635  0.0868
C: -23.232 -2.351 4.193  -0.4368
C: -19.947 -4.283 5.454  0.1004
C: -18.793 -3.874 6.332  -0.8407
C: -18.756 -4.903 8.467  -0.6945
C: -22.650 -10.808 2.727  -0.5873
C: -21.285 -6.120 4.876  -0.2454
H: -23.362 -4.132 0.695  0.3586
H: -21.352 -8.061 0.597  0.1254
H: -24.311 -6.293 1.914  0.3269
H: -18.390 -2.908 6.022  0.3817
H: -25.682 -5.653 4.851  0.2340
H: -24.626 -3.758 -0.063  0.2799
H: -21.880 -6.417 0.937  -0.1956
H: -19.475 -5.092 9.263  0.2580
H: -22.907 -2.644 5.201  0.2407
H: -17.774 -4.678 8.908  0.2980
H: -22.123 -11.018 1.792  0.2694
H: -19.632 -4.208 4.403  0.3778
H: -20.997 -6.007 3.820  0.1715
H: -18.600 -5.841 7.928  0.2965
H: -24.555 -4.992 5.646  0.2721
H: -22.278 -5.682 4.988  0.0536
H: -23.630 -11.294 2.675  0.2532
H: -22.093 -11.257 3.545  0.2209
H: -24.147 -5.368 3.146  0.2468
H: -18.003 -4.616 6.171  0.3805
H: -20.801 -3.619 5.622  -0.0342
H: -21.348 -7.200 5.002  0.2942
H: -25.132 -7.779 0.292  0.2736
H: -20.706 -5.654 -0.708  0.3200
H: -22.448 -0.559 4.163  0.2922
H: -25.336 -8.726 1.478  0.2850
H: -23.281 -8.961 2.349  0.2584
H: -20.186 -6.953 1.329  0.2534
H: -22.586 -2.846 3.463  0.2532
H: -24.219 -2.809 4.120  0.2212

- HOMO level (eV) = -9.587
- SMILES string = COCCOC.CO.CO.CO.O.O.O.O
- multiplicity = 1
- DFT total energy (hartree) = -961.7481
- E_LUMO (eV) = -0.14
- energy relative to the best compared isomer or geometry (same formula, charge and spin) (kcal per mole) = 73.7
- largest force on an atom (eV Å⁻¹) = 1.43
- Kohn-Sham gap (eV) = 9.4457